{
  "formula": "C5H5Cl2CoNO4Sc",
  "method": "ωB97M-V/def2-TZVPD",
  "charge": 4,
  "lumo_ev": [-17.41, -21.09],
  "de_lowest_kcal_mol": 0.0,
  "largest_force_ev_per_a": 12.252,
  "multiplicity": 5,
  "total_energy_ha": -3611.23918,
  "orbital_gap_ev": [8.27, 3.94],
  "symbols": ["O", "H", "O", "H", "N", "O", "C", "Cl", "C", "H", "O", "C", "Co", "Cl", "H", "C", "H", "Sc", "C"],
  "positions_angstrom": [[1.182504, 1.208901, -1.318324], [1.800493, -0.851960, 2.993833], [2.468918, -1.605462, -5.163264], [-1.474970, -1.079874, 4.374937], [0.883719, -0.895545, 3.436262], [0.393251, 2.720402, -4.984414], [1.048607, 0.780871, -2.447651], [-1.235783, -0.682169, -2.094568], [0.461014, 1.593113, -4.699093], [-2.085868, 0.262645, 3.375426], [-0.034450, -0.040443, 1.592010], [-1.551280, -0.700389, 3.346713], [0.440042, 0.034188, -3.896021], [-2.044961, 2.470815, 0.321433], [0.835259, -1.270309, 4.376557], [-0.202465, -0.526737, 2.762785], [-2.139117, -1.425043, 2.754258], [-0.525250, 0.846256, -0.108616], [1.780329, -0.839267, -4.622261]],
  "atomic_forces_ev_per_a": [[0.1, -1.7, -6.4], [0.0, 0.0, 0.2], [-3.5, 4.4, 2.9], [-0.1, 0.1, -0.3], [-1.1, 0.6, -1.4], [0.6, -6.1, 1.3], [2.5, 3.5, 9.7], [1.1, 1.1, -0.2], [-1.1, 11.3, -4.2], [0.1, -0.2, -0.1], [-0.5, 1.9, -3.3], [-0.3, -0.1, 0.3], [-6.0, -3.9, 1.1], [-1.5, 1.6, 0.6], [-0.1, -0.1, 0.2], [1.2, -1.5, 3.0], [0.2, 0.2, 0.1], [0.8, -3.3, 1.5], [7.9, -7.8, -5.3]],
  "nbo_charge": [-0.54, 0.45, -0.09, 0.31, -0.58, -0.14, 0.56, -0.34, 0.43, 0.28, -0.75, -0.73, 1.11, 0.30, 0.48, 0.73, 0.30, 1.81, 0.41]
}

***

{
  "formula": "C5H5Cl2F",
  "method": "ωB97M-V/def2-TZVPD",
  "lumo_ev": 0.79,
  "de_lowest_kcal_mol": 30.1,
  "largest_force_ev_per_a": 5.001,
  "total_energy_ha": -1213.71363,
  "orbital_gap_ev": 11.02,
  "symbols": ["H", "C", "H", "F", "C", "C", "H", "H", "H", "Cl", "C", "C", "Cl"],
  "positions_angstrom": [[2.540792, 0.045727, 0.883066], [1.001420, 0.548381, -0.807241], [0.655281, -1.561434, 1.958758], [-1.532908, -0.262655, 1.456196], [0.614880, -0.855612, 1.024457], [1.506350, -0.142447, 0.381320], [-1.066635, 0.515476, -1.472600], [1.244316, 0.299245, -1.880299], [-0.527494, 1.549441, -0.000171], [-1.582550, -1.932957, -0.258392], [-0.781504, -0.490924, 0.387494], [-0.481339, 0.546962, -0.578935], [1.570260, 2.161033, -0.626142]],
  "atomic_forces_ev_per_a": [[-1.6, -0.5, -1.7], [0.2, -0.3, -1.5], [0.1, 1.8, -2.0], [-1.6, 2.1, 1.4], [-2.1, -1.1, 0.6], [3.7, -1.1, 2.0], [-0.5, 0.3, -0.4], [0.2, -0.6, 1.5], [-1.1, -1.6, -1.0], [-0.1, -0.8, -1.1], [2.4, -4.1, 1.7], [-0.6, 3.2, 0.8], [1.2, 2.7, -0.4]],
  "nbo_charge": [0.24, -0.26, 0.25, -0.33, -0.20, -0.21, 0.25, 0.25, 0.26, -0.07, 0.33, -0.50, -0.03]
}

***

{
  "formula": "C5H5Cl2N",
  "method": "ωB97M-V/def2-TZVPD",
  "lumo_ev": 0.10,
  "de_lowest_kcal_mol": 72.5,
  "largest_force_ev_per_a": 4.793,
  "total_energy_ha": -1168.55320,
  "orbital_gap_ev": 9.70,
  "symbols": ["C", "C", "C", "H", "H", "H", "C", "H", "Cl", "Cl", "C", "N", "H"],
  "positions_angstrom": [[2.697098, -0.091568, 0.135836], [-0.073200, -0.174448, 0.230323], [0.944132, -0.357049, -0.839005], [-0.148651, -1.110084, 0.789563], [1.001694, -1.426773, -1.103554], [1.120611, 0.251278, -1.755911], [-0.806255, 0.884969, 0.637491], [-0.670410, 1.801268, 0.185410], [3.734812, 0.682004, -0.892480], [2.235066, 0.739180, 1.595892], [3.065417, -1.452460, 0.470319], [3.302196, -2.526516, 0.780674], [-1.536878, 0.893739, 1.476260]],
  "atomic_forces_ev_per_a": [[-4.4, -2.0, -0.1], [-0.9, 0.0, 0.2], [2.3, 0.1, 1.0], [-0.3, 0.2, 0.0], [0.1, 0.6, 0.1], [-0.5, 0.0, 1.1], [0.3, -2.2, 0.6], [0.1, 1.9, -1.1], [1.6, 1.3, -1.3], [0.7, 0.5, 0.3], [0.0, 0.8, -0.1], [0.1, -0.7, 0.1], [0.8, -0.5, -0.7]],
  "nbo_charge": [-0.25, -0.24, -0.34, 0.21, 0.22, 0.23, -0.33, 0.19, 0.11, 0.06, 0.21, -0.28, 0.21]
}

***

{
  "formula": "C5H5Cl2N3O2S",
  "method": "ωB97M-V/def2-TZVPD",
  "lumo_ev": -0.45,
  "de_lowest_kcal_mol": 48.7,
  "largest_force_ev_per_a": 3.551,
  "total_energy_ha": -1826.62242,
  "orbital_gap_ev": 8.10,
  "symbols": ["O", "S", "C", "H", "H", "C", "C", "N", "N", "H", "H", "O", "Cl", "N", "Cl", "C", "H", "C"],
  "positions_angstrom": [[0.340821, -2.664284, 0.116500], [-0.720480, -1.067665, 1.714801], [0.909236, 0.831935, -2.254423], [1.597556, 0.041451, -2.541301], [-1.983812, 0.010724, 3.310416], [0.878401, 0.834760, 0.235964], [-1.420233, 0.452247, 2.537512], [-0.293225, 0.113511, -2.320911], [0.826260, -1.603279, -0.238829], [-0.558482, 1.154428, 2.907260], [-1.983768, 1.152576, 1.939262], [1.797666, -1.485192, -0.968845], [1.211820, 1.769998, 1.614013], [1.198087, 1.356613, -0.901270], [-2.084577, -1.563523, -1.131044], [0.227506, -0.445017, 0.410782], [0.924399, 1.624550, -2.976592], [-0.867176, -0.513834, -1.453295]],
  "atomic_forces_ev_per_a": [[0.1, -0.6, -0.5], [-0.8, 1.2, 1.2], [0.8, -0.2, 2.4], [0.9, 0.3, 0.1], [-0.7, -0.2, 1.0], [0.3, 0.3, -3.5], [3.1, 1.3, -0.4], [-3.1, -1.2, -0.1], [1.2, 0.1, 1.4], [-1.8, -1.9, -0.1], [-0.6, -0.4, -0.6], [-0.1, 0.0, -0.3], [0.7, 0.7, 0.7], [0.1, -0.4, 0.4], [-0.8, -0.1, -0.7], [-1.0, -0.7, -2.1], [-0.1, 0.5, -0.1], [1.9, 1.2, 1.3]],
  "nbo_charge": [-0.40, 0.35, -0.10, 0.26, 0.23, 0.17, -0.75, -0.38, 0.49, 0.24, 0.22, -0.42, 0.06, -0.39, 0.20, -0.26, 0.22, 0.29]
}

***

{
  "formula": "C5H5Cl2N5",
  "method": "ωB97M-V/def2-TZVPD",
  "lumo_ev": -0.62,
  "largest_force_ev_per_a": 0.493,
  "total_energy_ha": -1387.63360,
  "orbital_gap_ev": 8.64,
  "symbols": ["H", "N", "H", "C", "C", "Cl", "N", "N", "C", "C", "Cl", "N", "H", "H", "N", "H", "C"],
  "positions_angstrom": [[4.029934, -0.683697, -0.969673], [-0.906881, 0.409547, 1.239218], [-4.533973, -0.467531, 0.822508], [-2.761994, 0.024443, 0.020480], [-0.248114, 0.389349, 0.081393], [1.566266, -1.965154, -0.390008], [-4.117691, -0.100090, -0.019945], [-2.192130, 0.228029, 1.217166], [2.121963, -0.341694, -0.100989], [3.606096, -0.192961, -0.093311], [1.681508, 2.231693, 0.493971], [-0.820227, 0.209203, -1.108463], [-4.451735, -0.538637, -0.866295], [4.021935, -0.677377, 0.792617], [-2.104433, 0.017044, -1.146154], [3.892953, 0.855826, -0.091534], [1.216520, 0.602011, 0.119017]],
  "atomic_forces_ev_per_a": [[0.0, 0.0, 0.0], [0.2, 0.0, 0.0], [0.0, 0.2, 0.0], [0.1, 0.3, 0.1], [-0.1, 0.0, 0.0], [0.0, 0.0, 0.0], [0.0, -0.5, -0.1], [-0.2, -0.1, 0.0], [0.1, 0.0, 0.0], [0.0, 0.0, 0.0], [0.0, 0.0, 0.0], [0.2, 0.0, 0.0], [-0.1, 0.1, 0.0], [0.0, 0.0, 0.0], [-0.2, -0.1, -0.1], [0.0, 0.0, 0.0], [-0.1, 0.0, 0.0]],
  "nbo_charge": [0.24, -0.14, 0.40, 0.47, 0.23, 0.01, -0.77, -0.23, 0.02, -0.66, 0.03, -0.14, 0.40, 0.24, -0.23, 0.24, -0.10]
}

***

{
  "formula": "C5H5Cl3",
  "method": "ωB97M-V/def2-TZVPD",
  "lumo_ev": 0.74,
  "de_lowest_kcal_mol": 26.5,
  "largest_force_ev_per_a": 5.065,
  "total_energy_ha": -1574.02362,
  "orbital_gap_ev": 10.22,
  "symbols": ["Cl", "C", "H", "C", "H", "C", "H", "H", "Cl", "C", "H", "Cl", "C"],
  "positions_angstrom": [[-1.046522, -2.609220, 0.716196], [-0.827323, -1.088346, -0.005478], [-0.488944, 1.752879, 0.009074], [1.299338, 0.577023, 0.097518], [0.492882, -0.688926, 1.642600], [0.201314, -0.196364, 0.717338], [-0.959234, 0.182903, -1.732774], [-1.931923, -1.467252, -1.771018], [1.392296, 0.589060, -1.651791], [-1.318837, -0.798792, -1.208846], [0.185912, 1.908426, 1.690426], [2.836933, 0.518261, 0.839664], [0.164114, 1.320353, 0.657089]],
  "atomic_forces_ev_per_a": [[-0.3, -0.8, 0.5], [1.5, 1.8, -1.1], [-1.7, 1.0, -1.9], [-0.2, 0.0, -1.1], [0.0, 0.5, 0.1], [-1.7, -1.4, 0.2], [-1.2, -2.1, 1.2], [-0.3, -0.3, -0.1], [0.7, 0.2, -0.4], [1.0, 2.1, -0.4], [0.4, -1.4, -2.4], [0.9, 0.1, 0.5], [1.0, 0.3, 5.0]],
  "nbo_charge": [0.03, -0.05, 0.23, -0.10, 0.25, -0.29, 0.22, 0.22, 0.01, -0.41, 0.24, 0.05, -0.40]
}